w:
Density functional theory data (ωB97M-V/def2-TZVPD) for a cluster of 2 separate species, C3H9NO2 in total.

```
! RIJCOSX wB97M-V def2-TZVPD def2/J DEFGRID3
* xyz 1 2
C 1.80 2.25 -1.08
C 2.12 0.98 -0.72
O 1.67 0.33 0.32
H 2.11 2.43 -2.12
H 1.74 3.10 -0.40
H 2.66 0.37 -1.46
H 0.68 0.28 0.32
N -2.45 -0.66 0.95
C -1.60 -1.58 0.24
O -0.25 -1.60 0.79
H -1.94 -0.12 1.64
H -2.76 0.08 0.32
H -2.00 -2.59 0.33
H -1.43 -1.24 -0.79
H -0.35 -2.03 1.65
*
```

⟨S²⟩ = 0.757
HOMO level (spin up / spin down) = -13.03 / -13.03 eV
Orbital gap (spin up / spin down) = 0.274 / 0.147 Eh

x:
Density functional theory data (ωB97M-V/def2-TZVPD) for a cluster of 2 separate species, C3H9NO2 in total.

```
! RIJCOSX wB97M-V def2-TZVPD def2/J DEFGRID3
* xyz 1 2
O 1.37 -1.36 0.92
C 1.55 -0.67 -0.11
C 1.72 0.82 -0.08
H 1.79 -1.08 -1.12
H 1.75 1.25 0.92
H 2.52 1.32 -0.64
H 0.81 1.15 -0.62
N -0.93 -0.97 -0.49
C -1.24 0.24 0.15
O -2.15 0.22 1.26
H -1.69 -1.29 -1.06
H -0.38 -1.74 -0.08
H -1.68 1.00 -0.53
H -0.44 0.74 0.66
H -3.03 0.36 0.83
*
```

⟨S²⟩ = 0.768
HOMO level (spin up / spin down) = -16.22 / -14.74 eV
Orbital gap (spin up / spin down) = 0.434 / 0.186 Eh

y:
Density functional theory data (ωB97M-V/def2-TZVPD) for a cluster of 2 separate species, C3H9NO2 in total.

```
! RIJCOSX wB97M-V def2-TZVPD def2/J DEFGRID3
* xyz 1 2
C -0.40 2.46 -0.36
N 0.61 1.57 -0.88
H 1.56 1.89 -0.79
H -0.66 0.08 -0.63
H 0.39 1.25 -1.85
H -0.07 2.78 0.61
H -1.41 2.06 -0.38
H -0.40 3.44 -0.92
C -0.10 -2.79 1.08
C 0.22 -1.46 0.45
O -0.72 -0.81 -0.27
O 1.35 -1.04 0.43
H 0.79 -3.14 1.56
H -0.23 -3.41 0.21
H -0.93 -2.89 1.75
*
```

⟨S²⟩ = 0.759
HOMO level (spin up / spin down) = -15.93 / -14.33 eV
Orbital gap (spin up / spin down) = 0.457 / 0.194 Eh

So which one is most stable? That would be y, about 140.1 kJ/mol below the next structure.